[1]
Below is a molecular structure, C4H11N2, with properties calculated with the ωB97M-V functional and the def2-TZVPD basis.

Last column: Löwdin spin population.
Atoms and positions in Å:
1 C -1.9831 -1.3786 -0.7485  0.0392
2 N -1.0021 -0.6107 -1.5023  0.4006
3 H -1.8113 -2.4466 -0.9037  0.0211
4 H -3.0240 -1.1598 -0.9956  -0.0002
5 H -1.4299 -0.2819 -2.3660  0.0078
6 H -1.8464 -1.1874 0.3154  0.0063
7 N -0.5392 1.3545 -0.0638  0.4062
8 C 0.8968 1.1859 0.1368  0.0393
9 C 1.9402 -0.7673 1.2939  0.0015
10 C 1.1673 0.3057 1.3202  0.0017
11 H -0.8093 0.3891 -0.8114  0.0439
12 H -0.6861 2.1772 -0.6502  0.0068
13 H 1.3628 2.1635 0.2954  0.0121
14 H 1.3688 0.7464 -0.7514  0.0131
15 H 2.1117 -1.3585 2.1824  0.0001
16 H 2.4265 -1.0730 0.3745  0.0003
17 H 0.6734 0.5984 2.2401  0.0000

The value obtained for the HOMO-LUMO gap (spin up / spin down) is 10.1 / 7.7 eV. The spin multiplicity is 2. Its HOMO energy (spin up / spin down) is -8.9 / -8.9 eV. As for the energy above the lowest of the compared OMol25 structures with the same formula, charge and spin: 40.58 kcal/mol.

[2]
Below is C24H20IN3O2 in the gas phase in a non-equilibrium geometry, with properties calculated with the ωB97M-V functional and the def2-TZVPD basis.

Last column: natural (NBO) charge in e.
Atoms and positions in Å:
1 O 1.3197 0.9425 2.0282  -0.5903
2 C 1.0839 0.9321 0.7996  0.4842
3 C 1.4902 -0.1763 -0.0194  -0.4074
4 C 1.9423 -1.3781 0.4362  0.3325
5 N 1.7858 -1.6435 1.8325  -0.6035
6 C 1.1181 -2.7110 2.3758  0.2018
7 C 0.9360 -2.5027 3.7284  -0.2418
8 C 0.4392 -3.4927 4.6030  -0.1553
9 C -0.0239 -4.6753 3.9719  -0.2534
10 C 0.1995 -4.9278 2.6479  -0.1329
11 C 0.7089 -3.9474 1.7833  -0.2138
12 C 0.7584 -4.2591 0.3704  0.6534
13 O 0.1120 -5.2580 -0.0422  -0.6471
14 N 1.3625 -3.4945 -0.5718  -0.4202
15 C 0.8995 -3.5987 -2.0273  -0.1887
16 C 1.6164 -2.4463 -2.6249  -0.4242
17 C 2.8634 -2.2415 -1.7870  -0.3934
18 C 2.4117 -2.5428 -0.3421  -0.1032
19 C 0.8495 2.2004 0.1973  -0.2866
20 C -0.4689 2.6781 0.2071  -0.1368
21 C -0.8589 3.9315 -0.5118  -0.1424
22 C -0.0781 4.9751 -0.6231  0.0001
23 N -0.7766 5.9742 -1.1761  -0.5209
24 C -2.0614 5.5937 -1.5140  0.1398
25 C -3.2931 6.1686 -2.0544  -0.2077
26 C -4.3988 5.3551 -2.2571  -0.3014
27 C -4.4345 4.0845 -1.7895  -0.0280
28 I -6.4365 3.0300 -2.1577  0.0413
29 C -3.3636 3.4466 -1.1620  -0.2558
30 C -2.2094 4.2123 -1.0185  -0.0655
31 H 1.2215 -0.0010 -1.0435  0.2244
32 H 1.8992 -0.8127 2.3756  0.4426
33 H 1.0589 -1.4694 4.0631  0.2121
34 H 0.3863 -3.3439 5.6520  0.2172
35 H -0.5081 -5.4213 4.6075  0.2126
36 H -0.1126 -5.8808 2.2315  0.2487
37 H -0.1681 -3.4738 -1.9435  0.2167
38 H 1.1252 -4.5909 -2.3386  0.2154
39 H 0.9145 -1.6322 -2.5522  0.2008
40 H 1.8381 -2.6221 -3.5983  0.2177
41 H 3.5581 -2.9742 -2.2577  0.2225
42 H 3.3027 -1.2263 -1.9445  0.2272
43 H 3.2735 -2.9646 0.2432  0.2246
44 H 1.6508 2.7123 -0.3837  0.2261
45 H -1.1882 2.0925 0.7472  0.2143
46 H 0.9394 5.0456 -0.2751  0.2244
47 H -0.3195 6.8976 -1.4350  0.4213
48 H -3.4183 7.1836 -2.3211  0.2166
49 H -5.3375 5.8325 -2.4641  0.2343
50 H -3.6093 2.4200 -0.6652  0.2478

The value obtained for the HOMO-LUMO gap is 7.7 eV. Its HOMO energy is -7.9 eV.

[3]
Below is 4 unconnected molecules or ions with the total composition C3H13NO3 in a non-equilibrium geometry, with properties calculated with the ωB97M-V functional and the def2-TZVPD basis.

Last column: natural (NBO) charge in e.
Atoms and positions in Å:
1 C -0.2349 1.6070 1.7605  -0.0569
2 N -0.5450 0.9254 0.7444  -0.4223
3 C -1.3313 -0.3037 1.0324  -0.2560
4 C -2.7800 -0.0514 0.5273  -0.6190
5 H -0.3843 1.2105 2.7664  0.1467
6 H 0.3224 2.5258 1.6096  0.1815
7 H -0.9280 -0.9885 0.2934  0.2025
8 H -1.2273 -0.6053 2.0705  0.1822
9 H -3.4833 -0.6420 1.1045  0.2189
10 H -2.9773 1.0177 0.5311  0.2142
11 H -2.8643 -0.4069 -0.4981  0.2112
12 O 4.0480 -2.6798 -0.2424  -0.9694
13 H 4.4777 -2.7745 -1.0910  0.4647
14 H 3.4797 -1.8983 -0.2063  0.4980
15 O -0.7670 1.4607 -2.2646  -0.9502
16 H -1.6615 1.6617 -2.0031  0.4710
17 H -0.3434 1.0011 -1.5545  0.4762
18 O 2.5941 -0.3950 -1.2389  -0.9660
19 H 1.7411 0.0436 -1.2373  0.4882
20 H 2.8646 -0.7080 -2.1037  0.4845

The value obtained for the HOMO-LUMO gap is 11.1 eV. Its HOMO energy is -10.4 eV. As for the energy above the lowest of the compared OMol25 structures with the same formula, charge and spin: 32.79 kcal/mol.

[4]
Below is H2NO4P in the gas phase in a non-equilibrium geometry, with properties calculated with the ωB97M-V functional and the def2-TZVPD basis.

Last column: natural (NBO) charge in e.
Atoms and positions in Å:
1 N 1.1282 -0.1479 -0.0552  0.2962
2 O 1.3297 0.3165 1.0508  -0.3930
3 O 1.5341 -1.1757 -0.4558  -0.3835
4 O -0.7442 1.6749 -0.1954  -1.0102
5 O -1.2876 -0.9465 -0.0532  -0.9991
6 P -0.3732 0.4039 -1.0109  1.4416
7 H -0.8598 1.7006 0.8043  0.5486
8 H -0.7273 -1.8258 -0.0846  0.4994

The value obtained for the HOMO-LUMO gap is 10.3 eV. Its HOMO energy is -10.5 eV. As for the energy above the lowest of the compared OMol25 structures with the same formula, charge and spin: 54.72 kcal/mol.

[5]
Below is 11 unconnected molecules or ions with the total composition C32H76ClI2N21O14P in a non-equilibrium geometry, with properties calculated with the ωB97M-V functional and the def2-TZVPD basis.

Last column: Löwdin charge in e.
Atoms and positions in Å:
1 C 3.7244 0.9015 4.8070  0.0465
2 C 3.9342 -0.1004 3.9538  -0.2244
3 C 4.3733 0.1589 2.5359  -0.2034
4 N 3.6923 -0.4651 1.3299  -0.1475
5 P 4.2606 0.7936 -0.1762  0.8319
6 O 5.7343 1.1920 0.3086  -0.3091
7 Cl 3.3819 2.5955 0.2402  0.4507
8 C 2.1434 -0.5249 1.4040  -0.4521
9 I 1.4603 -1.9926 2.9735  1.2694
10 C 1.5379 0.7774 1.9425  -0.2256
11 C 0.2232 0.6901 2.7120  -0.3606
12 O 0.1094 1.1783 3.8051  0.0409
13 C 1.4750 -0.9982 0.0627  -0.4788
14 C 0.1981 -1.8355 0.2315  -0.0857
15 C 1.0771 0.1689 -0.8769  -0.1585
16 C -0.2296 0.9182 -0.6177  -0.2843
17 C -0.2646 2.1676 -1.5176  -0.5919
18 I -1.0795 3.8403 -0.4654  0.9407
19 O 2.3075 -1.8182 -0.7480  -0.0693
20 C 3.5904 -2.3820 -0.4664  -0.3792
21 C 3.3750 -3.8936 -0.3730  0.0068
22 C 4.3754 -2.1940 -1.8107  -0.1172
23 C 3.4934 -2.2703 -3.0769  -0.3749
24 C 3.0726 -0.8794 -3.5726  -0.0703
25 C 4.3639 -2.9001 -4.1821  -0.0735
26 C 4.3405 -1.8235 0.8210  -0.2778
27 C 4.3370 -2.8112 1.9797  -0.2169
28 C 5.1660 -2.8067 3.0316  0.0331
29 C 5.8502 -1.6687 0.4921  -0.1282
30 C 6.5914 -2.9738 0.2055  -0.2403
31 O 7.2911 -3.0868 -0.7577  0.0985
32 H 4.1654 1.8867 4.6850  0.0815
33 H 3.0807 0.7550 5.6656  0.0778
34 H 3.8208 -1.1024 4.3258  0.0324
35 H 4.2544 1.2380 2.4201  0.0721
36 H 5.4408 -0.0281 2.4530  0.1118
37 H 5.7773 1.8249 1.0411  0.0697
38 H 2.1981 1.3159 2.6145  0.0923
39 H 1.2994 1.4665 1.1371  0.0540
40 H -0.6620 0.2784 2.2015  0.1060
41 H -0.5687 -1.3926 0.8639  0.0684
42 H -0.2295 -1.8812 -0.7734  0.1095
43 H 0.4335 -2.8676 0.4738  0.0574
44 H 1.8912 0.8689 -1.0586  0.0288
45 H 0.9517 -0.3390 -1.8352  0.1312
46 H -1.1074 0.3272 -0.8775  0.1250
47 H -0.3799 1.2330 0.4075  0.0265
48 H -0.9394 2.0054 -2.3494  0.0353
49 H 0.7212 2.4822 -1.8436  0.0304
50 H 4.3034 -4.4563 -0.2559  0.1064
51 H 2.6643 -4.1362 0.4173  0.0851
52 H 2.8946 -4.2299 -1.2907  0.0764
53 H 4.8917 -1.2382 -1.8745  0.0862
54 H 5.0817 -3.0168 -1.8889  0.1038
55 H 2.6472 -2.9475 -2.9627  0.1327
56 H 3.8398 -0.5203 -4.2684  0.0819
57 H 3.0096 -0.1362 -2.7805  0.0361
58 H 2.1422 -0.9108 -4.1425  0.0843
59 H 3.9247 -2.7819 -5.1655  0.0497
60 H 4.5279 -3.9650 -4.0006  0.0826
61 H 5.3514 -2.4250 -4.1848  0.0902
62 H 3.5702 -3.5651 2.0006  0.0424
63 H 4.7853 -3.1537 3.9862  0.0838
64 H 6.2122 -2.5248 2.9864  0.0842
65 H 6.4047 -1.2474 1.3339  0.1118
66 H 6.1091 -1.0402 -0.3515  0.0866
67 H 6.5453 -3.7873 0.9466  0.1307
68 C -0.2668 8.7816 -0.1797  -0.6866
69 O -0.4634 9.9787 -0.1050  0.0302
70 N -1.1425 7.8550 0.3174  0.1498
71 N 0.8515 8.2538 -0.7714  0.1449
72 H -0.9772 6.8684 0.2634  0.0161
73 H -1.9796 8.1970 0.7497  0.1026
74 H 1.5154 8.9010 -1.1519  0.0991
75 H 1.0185 7.2689 -0.8509  0.0783
76 C -3.6367 0.0646 5.2451  -0.6565
77 O -4.3283 -0.7245 5.8868  0.0068
78 N -4.0668 1.3012 4.8917  0.1529
79 N -2.3835 -0.2647 4.8276  0.1955
80 H -3.5066 1.9471 4.3640  0.1200
81 H -5.0023 1.5673 5.1502  0.1253
82 H -2.0593 -1.1867 5.0543  0.1109
83 H -1.7859 0.3563 4.3040  0.0605
84 C -3.6710 4.7677 -3.6795  -0.6763
85 O -2.4902 5.0540 -3.8078  -0.0091
86 N -4.5323 4.7425 -4.7406  0.1514
87 N -4.2244 4.4378 -2.4730  0.1515
88 H -5.5034 4.5106 -4.6587  0.0920
89 H -4.1590 4.9789 -5.6404  0.1027
90 H -3.6211 4.4529 -1.6695  0.0013
91 H -5.1864 4.1763 -2.3597  0.0935
92 C -1.8910 0.3967 9.4131  -0.6839
93 O -1.9824 0.4508 10.6242  0.0298
94 N -0.6858 0.2046 8.7790  0.1406
95 N -2.9601 0.5192 8.5754  0.1652
96 H -0.5904 0.1608 7.7825  0.0773
97 H 0.1251 0.1106 9.3603  0.0964
98 H -3.8617 0.6604 8.9899  0.1078
99 H -2.8872 0.4675 7.5780  0.0547
100 C -4.2242 1.6352 1.3511  -0.6656
101 O -3.0216 1.9061 1.3872  -0.0932
102 N -4.9425 1.7608 0.2036  0.1710
103 N -4.9191 1.2241 2.4416  0.1596
104 H -5.9294 1.5751 0.1319  0.0609
105 H -4.4500 2.0636 -0.6160  0.0812
106 H -4.4291 1.1468 3.3124  0.0034
107 H -5.9058 1.0438 2.4354  0.0533
108 C 1.4791 -7.1965 -2.2059  -0.6748
109 O 1.3778 -6.0754 -1.7298  0.0133
110 N 0.4125 -8.0410 -2.3058  0.1536
111 N 2.6633 -7.6875 -2.6755  0.1567
112 H 0.4708 -8.9630 -2.6939  0.0956
113 H -0.4712 -7.7063 -1.9711  0.1041
114 H 3.4646 -7.0876 -2.6257  0.0996
115 H 2.7641 -8.6018 -3.0731  0.0963
116 C -7.7292 -0.0090 4.5234  -0.6409
117 O -7.0704 0.7089 3.7713  -0.0152
118 N -7.1420 -0.8253 5.4291  0.1782
119 N -9.0959 -0.0184 4.4843  0.1560
120 H -7.6542 -1.4213 6.0511  0.1046
121 H -6.1258 -0.8094 5.4631  0.0559
122 H -9.5429 0.5907 3.8258  0.0948
123 H -9.6593 -0.5878 5.0864  0.0971
124 C -8.9795 1.7125 -1.0817  -0.6690
125 O -7.7802 1.9523 -1.0348  0.0072
126 N -9.6949 1.8272 -2.2356  0.1557
127 N -9.6864 1.3166 0.0146  0.1589
128 H -10.6772 1.6391 -2.2982  0.0973
129 H -9.2000 2.1167 -3.0577  0.1036
130 H -9.1896 1.2326 0.8816  0.0970
131 H -10.6685 1.1179 -0.0047  0.0968
132 C 0.7029 2.3102 -5.1682  -0.6773
133 O -0.0348 1.5085 -4.6158  0.0083
134 N 0.4025 3.6395 -5.2277  0.1699
135 N 1.8788 1.9350 -5.7590  0.1549
136 H 0.9884 4.3180 -5.6758  0.0952
137 H -0.4577 3.9462 -4.7995  0.0825
138 H 2.1188 0.9615 -5.7296  0.0829
139 H 2.4945 2.5775 -6.2198  0.0930
140 C 3.8476 -3.9698 -8.2456  -0.6716
141 O 3.8665 -4.0304 -7.0267  0.0142
142 N 4.9791 -4.0986 -8.9996  0.1514
143 N 2.6932 -3.7690 -8.9482  0.1511
144 H 4.9861 -4.0539 -10.0006  0.0937
145 H 5.8413 -4.2489 -8.5106  0.1039
146 H 1.8459 -3.6744 -8.4208  0.1033
147 H 2.6551 -3.7177 -9.9481  0.0935

The value obtained for the HOMO-LUMO gap is 7.4 eV. Its net charge is +1. Its HOMO energy is -10.5 eV.

| no. | calculated total energy (a.u.) |
| --- | --- |
| 1 | -268.38096 |
| 2 | -1538.89870 |
| 3 | -402.52818 |
| 4 | -698.19017 |
| 5 | -4865.13290 |